1.
# C4H13N2O

2 unconnected molecules or ions with the total composition C4H13N2O at a distorted geometry (ωB97M-V with the def2-TZVPD basis set, the Open Molecules 2025 dataset).

Geometry as XYZ:
```
20
Properties=species:S:1:pos:R:3:forces:R:3
C -2.1565 -1.0603 -1.3171 -1.388 0.645 1.281
C -2.8147 -0.1720 -0.5272 0.374 -1.407 -1.409
O -2.3721 0.2855 0.6857 1.075 0.095 -0.829
H -2.8342 -1.5915 -1.9928 0.769 0.599 -0.518
H -1.1730 -1.4819 -1.1092 -0.348 0.000 0.186
H -3.7762 0.2406 -0.8514 0.131 -0.410 0.270
H -3.1538 0.3593 1.2139 -0.542 0.437 0.903
N 0.2270 1.2435 -0.5004 -1.371 -0.712 -0.135
C 1.4011 0.2840 -0.4211 0.395 1.816 0.246
C 1.7061 -0.0653 1.0193 -0.212 -0.082 0.230
N 3.0455 -0.6762 1.0909 -1.343 -0.850 -0.103
H -0.5913 0.7686 -0.0873 -0.012 0.329 0.340
H 0.3264 2.1434 -0.0198 0.383 -0.319 0.028
H -0.1016 1.4421 -1.4547 0.509 -0.079 0.076
H 1.1623 -0.5806 -1.0026 -0.132 -0.383 -0.493
H 2.2113 0.8557 -0.8426 0.511 -0.265 -0.306
H 1.6890 0.8184 1.6663 0.042 0.101 -0.291
H 0.8578 -0.6808 1.3536 0.344 -0.216 0.310
H 3.4279 -0.4322 1.9856 0.426 0.016 0.319
H 2.9189 -1.7003 1.1110 0.389 0.683 -0.106
```
Positions in Å, forces in eV/Å.

Computed properties:
HOMO-LUMO gap: 10.03 eV
E_LUMO: -3.2 eV
ΔE to the lowest compared entry with this formula, charge and spin: 260.75 kJ/mol
max |F|: 2.03 eV Å⁻¹
HOMO: -13.23 eV
multiplicity: 1
total charge: +1
energy: -344.66753 Ha

---

2.
# C3H6OS

2 unconnected molecules or ions with the total composition C3H6OS at a distorted geometry (ωB97M-V with the def2-TZVPD basis set, the Open Molecules 2025 dataset).

Geometry as XYZ:
```
11
Properties=species:S:1:pos:R:3:forces:R:3
C 1.4356 -2.2034 1.8427 -2.527 -2.448 -1.238
C 0.0224 0.2405 -1.0486 1.403 -2.039 -0.087
C -0.8626 1.4298 -1.2941 -0.557 -1.182 1.273
O -0.0419 0.2745 1.5589 -0.537 0.825 1.111
S 0.5176 -0.4348 0.4267 -0.997 1.320 -3.348
H 0.2385 -2.5600 1.9089 2.672 0.643 -0.294
H 1.4194 -1.5584 2.6813 0.042 1.425 1.215
H 0.4168 -0.2734 -1.9735 -0.149 0.289 1.373
H -0.2108 2.2730 -1.4630 0.067 0.753 0.813
H -1.5440 1.4128 -0.3767 0.705 1.067 -1.429
H -1.3910 1.3994 -2.2625 -0.123 -0.653 0.613
```
Positions in Å, forces in eV/Å.

Computed properties:
HOMO-LUMO gap: 8.41 eV
E_LUMO: -0.7 eV
ΔE to the lowest compared entry with this formula, charge and spin: 648.09 kJ/mol
max |F|: 3.73 eV Å⁻¹
HOMO: -9.14 eV
multiplicity: 1
total charge: 0
energy: -591.08616 Ha

---

3.
# C5H6N2O

C5H6N2O in the gas phase at a distorted geometry (ωB97M-V with the def2-TZVPD basis set, the Open Molecules 2025 dataset).

Geometry as XYZ:
```
14
Properties=species:S:1:pos:R:3:forces:R:3
C -0.4036 2.1037 -1.0269 -1.389 -1.674 1.123
C -0.1076 0.8134 -0.3144 0.234 -0.889 -1.523
N 0.1231 0.7590 0.9082 1.699 -3.256 1.617
C 0.5049 -1.0198 1.0394 -4.025 3.815 0.801
C -0.7090 -1.4294 1.7459 2.396 0.534 -1.404
N -1.7044 -1.6379 2.2338 -2.280 -0.693 1.237
C 0.5966 -1.3185 -0.3632 2.083 -2.845 -2.189
O -0.0019 -0.3320 -1.0997 -1.687 2.037 -0.913
H -1.3560 1.9601 -1.5613 0.588 0.203 -0.330
H 0.4588 2.2875 -1.6487 -0.071 0.735 -0.194
H -0.6394 2.7323 -0.1671 0.571 0.791 -0.588
H 1.3591 -1.3141 1.5096 2.278 -0.024 1.841
H 1.7074 -1.2195 -0.6361 -1.257 -0.857 0.318
H 0.1720 -2.3847 -0.6195 0.859 2.124 0.203
```
Positions in Å, forces in eV/Å.

Computed properties:
HOMO-LUMO gap: 11.14 eV
E_LUMO: 0.7 eV
ΔE to the lowest compared entry with this formula, charge and spin: 198.66 kJ/mol
max |F|: 5.60 eV Å⁻¹
HOMO: -10.43 eV
multiplicity: 1
total charge: 0
SMILES: CC1=N[C@@H](C#N)CO1
energy: -378.79528 Ha

---

4.
# C34H37N5Tm

A molecular structure, C34H37N5Tm at a distorted geometry (ωB97M-V with the def2-TZVPD basis set, the Open Molecules 2025 dataset).

Geometry as XYZ:
```
77
Properties=species:S:1:pos:R:3:forces:R:3
Tm -0.3804 0.4823 0.1991 0.915 -1.188 3.591
N -2.4195 3.3695 4.4057 0.131 1.202 0.934
N -1.7102 1.2063 -1.3876 -0.900 0.141 -2.137
C 0.6738 -1.8474 0.4283 0.463 0.450 0.482
C -0.6243 -1.8148 1.0357 0.586 0.798 0.473
C -0.4490 -1.4047 2.4367 -0.079 -0.627 -0.261
C -1.3839 -1.5075 3.4392 0.448 -0.493 -0.383
H -2.3847 -1.8615 3.2015 0.157 0.135 0.309
H -2.3130 0.8412 4.5769 -0.625 0.024 -0.195
H -1.0843 -1.3181 4.4616 -0.354 0.155 -0.025
C 0.9487 -1.0191 2.5752 -0.660 -0.262 -0.859
C 1.5490 -0.5731 3.8452 0.231 0.250 0.367
H 1.9534 -1.4096 4.4384 -0.049 0.136 -0.042
H 0.7965 -0.0676 4.4594 0.106 -0.016 0.044
H 2.3664 0.1357 3.6660 0.058 -0.054 0.128
C 1.6281 -1.3590 1.4022 -1.266 -0.353 -0.491
C 3.1053 -1.4332 1.2737 0.435 0.203 -0.096
H 3.5675 -0.4475 1.4106 0.134 -0.078 0.021
H 3.4089 -1.8166 0.2949 -0.010 0.083 0.066
H 3.5350 -2.1033 2.0361 -0.107 0.186 -0.145
C -1.8551 -2.4658 0.5232 -0.280 -0.367 -0.106
H -1.9153 -3.4989 0.9087 -0.259 0.103 -0.116
H -1.8713 -2.5190 -0.5780 -0.039 0.013 0.269
H -2.7568 -1.9298 0.8571 0.094 -0.211 -0.115
C 1.0219 -2.6292 -0.7910 0.222 -0.270 -0.312
H 1.8694 -2.1819 -1.3318 -0.214 -0.213 0.016
H 0.1754 -2.6940 -1.4904 0.259 0.035 0.095
H 1.3038 -3.6657 -0.5203 -0.059 0.196 -0.189
C -2.1276 4.6514 4.2984 0.341 -0.606 -0.957
H -2.2690 5.2507 5.2027 0.131 -0.049 -0.212
C -1.6477 5.2325 3.1039 0.216 0.376 0.758
H -1.3585 6.2824 3.1357 0.057 -0.239 -0.300
C -1.5930 4.4317 1.9511 -0.672 -0.306 0.147
H -1.1974 4.8686 1.0281 -0.362 -0.225 0.095
C -2.0738 3.1264 2.0117 -0.159 0.844 -0.037
H -2.3378 2.5647 1.1108 0.483 -0.014 0.045
C -2.3736 2.5554 3.3107 -0.022 -1.372 -0.069
C -2.4922 1.1824 3.5599 -0.155 0.947 -0.724
H -2.9718 0.5349 2.8262 0.581 -0.042 0.057
C -0.7537 0.4213 -1.9746 -1.845 0.204 -0.648
C -2.8304 1.2532 -2.2466 1.284 -0.685 0.677
H -3.6965 1.8495 -2.0403 -0.178 0.024 0.117
C -2.5978 0.4057 -3.2747 0.301 0.047 -0.492
H -3.2610 0.0819 -4.0672 0.328 0.261 0.054
N -1.2832 -0.0726 -3.1318 -0.890 0.566 0.571
C -0.5918 -1.0428 -3.8811 0.912 -0.962 0.249
C -1.2080 -2.2522 -4.2599 0.679 0.420 -0.159
C -0.4359 -3.2099 -4.9224 0.211 0.145 -0.018
H -0.9196 -4.1255 -5.2695 0.119 0.192 0.132
C 0.9368 -3.0497 -5.1136 -0.065 0.256 0.103
C 1.7496 -4.0734 -5.8617 0.080 -0.136 -0.058
H 2.7721 -4.1176 -5.4665 -0.213 -0.055 -0.082
H 1.8236 -3.8229 -6.9297 -0.044 -0.016 0.219
H 1.2999 -5.0713 -5.7903 0.120 0.190 0.012
C 1.5536 -1.9122 -4.5854 -0.336 -0.256 -0.241
H 2.6418 -1.8220 -4.6713 -0.368 0.090 0.086
C 0.8145 -0.9038 -3.9660 -0.437 -0.345 -0.311
C 1.5570 0.2464 -3.3697 1.050 0.584 -0.170
H 0.9805 1.1740 -3.3114 0.169 -0.273 -0.049
H 2.4633 0.4430 -3.9625 -0.219 -0.050 -0.047
H 1.9302 0.0109 -2.3599 -0.374 0.027 -0.200
C -2.6144 -2.5953 -3.8956 -0.482 -0.369 -0.196
H -3.3494 -1.9339 -4.3643 0.053 -0.176 0.182
H -2.7847 -2.6138 -2.8103 0.096 0.255 -0.227
H -2.8052 -3.6095 -4.2584 -0.140 0.119 0.064
N 1.0474 3.9723 5.6260 0.797 -0.875 -2.394
C 1.3309 3.5999 4.5512 -0.483 0.780 1.989
C 1.6897 3.1540 3.2210 -0.046 0.105 0.477
C 2.8356 3.6156 2.5716 0.156 0.022 -0.070
C 3.1582 3.1145 1.3181 0.292 0.003 -0.077
C 2.2851 2.2280 0.6931 -1.070 0.159 0.636
N 1.1114 1.8931 1.2804 1.193 0.206 0.935
C 0.8661 2.2506 2.5667 -0.387 -0.028 -1.246
H 3.4567 4.3527 3.0762 -0.001 -0.183 -0.189
H 4.0741 3.3999 0.8072 -0.141 0.030 0.178
H 2.4711 1.7765 -0.2868 0.003 0.332 0.245
H -0.0309 1.8366 3.0446 0.101 0.099 -0.173
```
Positions in Å, forces in eV/Å.

Computed properties:
HOMO-LUMO gap (alpha / beta): 4.18 / 3.61 eV
E_LUMO (alpha / beta): 2.2 / 2.0 eV
max |F|: 3.89 eV Å⁻¹
HOMO (alpha / beta): -1.98 / -1.57 eV
multiplicity: 3
total charge: -1
energy: -2676.64229 Ha

---

5.
# C7H14N2

2 unconnected molecules or ions with the total composition C7H14N2 at a distorted geometry (ωB97M-V with the def2-TZVPD basis set, the Open Molecules 2025 dataset).

Geometry as XYZ:
```
23
Properties=species:S:1:pos:R:3:forces:R:3
C 0.9708 -2.7027 -1.2843 1.439 -3.045 2.719
C 1.7968 -1.4164 -1.4827 -1.174 -0.822 0.571
C 1.5522 -0.4424 -0.3410 -1.354 4.692 0.206
C 1.6992 1.0422 -0.3469 1.025 -3.805 -0.929
N 1.6147 1.4425 0.9231 -1.279 -8.927 0.669
C 1.2577 0.3214 1.7873 0.115 -0.631 -5.569
N 1.0901 -0.7788 0.8896 1.878 1.775 2.872
H 1.5105 -3.5346 -0.5949 -0.087 1.910 -1.548
H 0.8210 -3.3032 -2.1674 -0.507 0.300 -0.475
H 0.1481 -2.7298 -0.5678 -0.757 1.062 -0.869
H 2.8107 -1.7457 -1.2821 0.489 0.242 -0.835
H 1.6129 -1.0884 -2.5533 0.529 0.273 1.581
H 2.1167 1.6652 -1.1330 -0.377 0.009 0.244
H 1.6404 2.2861 1.2229 0.415 6.938 2.321
H 1.2822 0.3305 2.8867 -0.406 0.049 -0.952
C -3.3778 1.5759 0.9605 -0.154 0.095 -1.079
C -2.1906 1.1280 0.0782 0.011 -0.588 -1.046
H -3.1929 2.6983 1.1506 -0.677 -1.853 0.302
H -4.3352 1.4568 0.3659 0.897 0.242 0.937
H -3.4183 0.8857 1.8639 -0.035 1.390 -0.873
H -1.9925 0.0554 -0.0019 -0.973 -0.279 -0.122
H -1.3077 1.3411 0.6146 1.340 1.029 0.403
H -2.1092 1.5129 -0.9880 -0.358 -0.055 1.470
```
Positions in Å, forces in eV/Å.

Computed properties:
HOMO-LUMO gap: 8.98 eV
E_LUMO: 0.9 eV
ΔE to the lowest compared entry with this formula, charge and spin: 269.72 kJ/mol
max |F|: 9.04 eV Å⁻¹
HOMO: -8.06 eV
multiplicity: 1
total charge: 0
SMILES: CCc1c[nH]cn1.CC
energy: -384.52916 Ha

---

- Which value of max |F| does entry 2 give?
  3.73 eV Å⁻¹

---

- Among the records above, which one has the highest energy?
  C4H13N2O

---

- What is the total charge in the third record?
  0